Record 1
C24H42AsN5NaO6Si3Te | ωB97M-V/def2-TZVPD

```
! RIJCOSX wB97M-V def2-TZVPD def2/J DEFGRID3
* xyz -1 1
Na -1.137 -0.479 1.010
O -2.302 3.503 0.589
C -1.780 2.395 0.653
O -1.885 1.533 1.589
C -0.844 1.944 -0.544
O -0.993 2.459 -1.674
O -0.022 1.015 -0.278
N 0.804 -0.562 -2.469
N -0.452 -0.045 -2.866
C -1.547 -0.545 -2.248
N -2.656 0.210 -2.366
N -1.415 -1.659 -1.529
N -2.534 -2.088 -0.904
O -2.372 -2.481 0.256
O -3.625 -2.119 -1.459
H 1.057 -0.027 -1.632
H 1.448 -0.342 -3.217
H -0.493 0.986 -2.834
H -2.494 1.215 -2.381
H -3.509 -0.139 -1.965
Te 3.035 -2.476 -1.203
C 4.604 -3.363 -0.093
C 5.857 -2.756 -0.136
C 6.902 -3.241 0.636
C 6.711 -4.345 1.457
C 5.467 -4.956 1.496
C 4.416 -4.468 0.730
C 1.629 -3.963 -0.728
C 1.652 -5.191 -1.383
C 0.748 -6.181 -1.028
C -0.187 -5.944 -0.028
C -0.223 -4.715 0.613
C 0.687 -3.726 0.265
H 6.021 -1.890 -0.768
H 7.868 -2.753 0.598
H 7.526 -4.723 2.062
H 5.304 -5.815 2.136
H 3.447 -4.948 0.786
H 2.377 -5.371 -2.167
H 0.768 -7.136 -1.538
H -0.899 -6.714 0.241
H -0.968 -4.514 1.370
H 0.663 -2.758 0.751
C 1.886 -3.240 4.196
Si 2.642 -1.524 4.084
C 4.111 -1.596 2.923
C 3.274 -1.043 5.789
As 1.042 -0.145 3.073
Si -0.575 0.388 4.711
C -0.937 2.214 4.804
C -2.132 -0.515 4.189
C -0.090 -0.229 6.423
Si 2.286 1.791 2.552
C 1.211 3.301 2.359
C 3.569 2.171 3.879
C 3.131 1.411 0.928
H 2.594 -3.946 4.640
H 1.620 -3.605 3.201
H 0.979 -3.240 4.806
H 4.780 -2.415 3.205
H 4.687 -0.669 2.935
H 3.782 -1.773 1.898
H 4.163 -1.640 6.014
H 2.535 -1.233 6.567
H 3.555 0.010 5.836
H -1.268 2.570 3.826
H -0.073 2.793 5.135
H -1.749 2.376 5.520
H -2.549 -0.015 3.311
H -2.883 -0.475 4.984
H -1.943 -1.568 3.961
H 0.784 0.298 6.808
H 0.126 -1.299 6.428
H -0.923 -0.052 7.110
H 0.979 3.764 3.319
H 0.273 3.077 1.855
H 1.754 4.033 1.753
H 3.084 2.348 4.843
H 4.110 3.082 3.605
H 4.301 1.372 4.008
H 2.355 1.303 0.165
H 3.717 0.492 0.962
H 3.791 2.236 0.643
*
```

The value obtained for the energy above the lowest of the compared OMol25 structures with the same formula, charge and spin is 0.329 eV. The HOMO energy comes out at -5.0920 eV.



Record 2
C24H42Br3F12NbO9PS | ωB97M-V/def2-TZVPD

```
! RIJCOSX wB97M-V def2-TZVPD def2/J DEFGRID3
* xyz -1 1
C 2.552 -2.131 3.401
C 1.568 -2.932 2.522
O 1.275 -2.350 1.269
C 2.424 -1.852 0.592
C 2.227 -1.861 -0.943
Nb 1.224 0.001 -1.749
C 2.931 1.215 -0.833
C 2.476 2.321 0.172
C 2.697 1.933 1.656
C 3.201 3.165 2.473
O 2.392 3.438 3.648
C 1.194 3.962 3.301
O 0.854 5.051 3.563
C -0.403 -1.087 -2.856
C -0.693 -2.562 -2.442
C -2.170 -3.005 -2.604
C -2.405 -4.253 -1.702
O -3.217 -3.870 -0.574
C -3.195 -4.759 0.424
C -4.230 -4.507 1.519
O -2.441 -5.667 0.518
C -0.027 0.326 0.141
C -1.278 -0.521 0.218
O -2.060 -0.028 1.363
C -3.153 -0.846 1.626
C -4.451 -0.413 0.959
F -4.351 -0.157 -0.328
F -5.045 0.592 1.568
F -5.320 -1.449 1.065
C 0.505 1.960 -2.701
C -1.007 2.253 -2.492
C -1.251 3.679 -2.000
F -0.776 3.896 -0.770
F -0.490 4.479 -2.794
C -2.684 4.246 -2.183
F -2.690 5.471 -1.683
F -2.903 4.398 -3.468
S -4.102 3.295 -1.405
F -3.165 2.529 -0.410
F -4.321 4.452 -0.331
F -5.131 4.090 -2.351
F -4.036 2.163 -2.500
F -5.339 2.554 -0.761
P 2.688 -0.302 -3.914
O 1.980 0.126 -5.142
O 2.941 -1.951 -4.102
O 4.203 0.355 -3.812
H 2.506 -2.402 4.458
H 2.388 -1.052 3.310
H 3.573 -2.319 3.053
H 1.964 -3.955 2.419
H 0.618 -2.976 3.066
H 2.659 -0.852 0.977
H 3.318 -2.469 0.787
H 1.789 -2.824 -1.230
H 3.253 -1.869 -1.345
H 3.478 1.740 -1.627
H 3.660 0.518 -0.398
H 3.136 3.183 0.001
H 1.461 2.681 -0.018
H 3.497 1.194 1.742
H 1.779 1.612 2.149
H 3.196 4.086 1.876
H 4.225 3.015 2.819
H 0.512 3.298 2.733
H -0.123 -1.104 -3.923
H -1.351 -0.526 -2.817
H -0.421 -2.719 -1.392
H -0.096 -3.212 -3.090
H -2.337 -3.368 -3.624
H -2.875 -2.205 -2.365
H -2.923 -5.043 -2.258
H -1.426 -4.639 -1.417
H -4.427 -5.468 1.991
H -3.837 -3.823 2.272
H -5.132 -4.100 1.057
H -0.362 1.376 0.119
H 0.552 0.188 1.060
H -1.042 -1.564 0.463
H -1.940 -0.443 -0.649
H -2.979 -1.907 1.416
H -3.340 -0.791 2.708
H 1.111 2.758 -2.254
H 0.704 1.998 -3.776
H -1.540 1.514 -1.890
H -1.469 2.216 -3.487
H 3.889 -2.142 -4.037
H 4.334 0.980 -4.542
C 4.682 1.171 6.200
Br 4.394 3.074 6.159
Br 3.039 0.212 6.519
Br 5.570 0.549 4.603
H 5.339 0.962 7.033
*
```

The HOMO energy comes out at -5.2711 eV.



Record 3
C24H42Cl10N2O4P | ωB97M-V/def2-TZVPD

```
! RIJCOSX wB97M-V def2-TZVPD def2/J DEFGRID3
* xyz 1 1
C 1.065 -1.039 -1.823
C 0.569 0.062 -1.187
C 0.095 -0.156 0.289
N -1.118 0.648 0.597
C -2.372 0.234 0.118
C -2.543 -1.027 -0.767
C -3.392 -2.185 -0.104
C -2.685 -2.914 1.096
C -1.536 -3.921 0.688
C -1.770 -4.702 -0.662
C -3.555 1.050 0.437
C -5.001 0.707 -0.089
C -3.454 2.268 1.286
C -4.755 3.064 1.610
O -5.010 4.041 0.964
O -5.653 2.702 2.591
C -2.108 2.643 1.756
P -1.856 4.189 2.836
O -2.907 5.395 2.380
O -2.300 3.799 4.411
C -0.958 1.798 1.360
N 0.323 2.235 1.806
C 0.751 1.599 3.075
C 2.286 2.003 3.276
C 3.285 1.168 2.382
C 3.774 1.928 1.089
H 0.854 -2.078 -1.454
H 1.714 -0.866 -2.722
H 0.484 1.058 -1.676
H -0.193 -1.247 0.362
H 0.932 -0.018 1.014
H -3.111 -0.696 -1.686
H -1.589 -1.472 -1.141
H -4.351 -1.752 0.308
H -3.715 -2.867 -0.935
H -3.492 -3.450 1.672
H -2.244 -2.148 1.795
H -1.502 -4.704 1.504
H -0.535 -3.405 0.747
H -1.395 -5.756 -0.553
H -2.851 -4.793 -0.952
H -1.145 -4.230 -1.471
H -5.447 1.680 -0.439
H -5.647 0.253 0.715
H -4.889 -0.034 -0.916
H -5.668 1.736 2.730
H -3.764 5.322 2.857
H -1.649 3.176 4.792
H 0.386 3.254 1.830
H 0.187 2.013 3.954
H 0.741 0.478 3.015
H 2.568 2.051 4.362
H 2.354 3.073 2.905
H 2.796 0.206 2.051
H 4.213 0.942 2.986
H 4.235 1.220 0.342
H 4.564 2.703 1.301
H 2.938 2.444 0.535
C 1.538 -5.547 1.845
Cl 0.802 -7.072 1.342
Cl 2.100 -4.612 0.452
H 0.800 -4.961 2.387
H 2.385 -5.760 2.489
C 0.535 1.699 -4.959
Cl -0.591 0.925 -3.833
Cl 1.933 2.365 -4.107
H 0.881 0.959 -5.676
H 0.019 2.503 -5.477
C 4.254 -2.437 2.913
Cl 3.620 -3.777 3.873
Cl 3.093 -1.907 1.688
H 4.469 -1.602 3.576
H 5.165 -2.759 2.417
C 1.119 0.276 -8.691
Cl -0.006 -0.494 -7.562
Cl 2.520 0.949 -7.847
H 1.462 -0.466 -9.406
H 0.602 1.078 -9.210
C 5.810 2.623 -2.727
Cl 5.229 1.010 -2.293
Cl 4.501 3.811 -2.696
H 6.576 2.925 -2.017
H 6.229 2.588 -3.729
*
```

The HOMO energy comes out at -11.4307 eV.



Record 4
C24H42Cl12O9 | ωB97M-V/def2-TZVPD

```
! RIJCOSX wB97M-V def2-TZVPD def2/J DEFGRID3
* xyz 0 1
C 13.780 8.271 10.290
C 13.936 9.589 10.983
C 12.764 10.510 11.004
O 12.835 11.281 12.178
C 13.432 10.534 13.128
O 13.458 10.733 14.302
O 14.063 9.483 12.501
H 14.601 7.651 10.578
H 13.693 8.331 9.207
H 12.916 7.688 10.670
H 14.827 10.045 10.706
H 11.833 9.829 10.955
H 12.811 11.279 10.245
C 14.485 14.440 14.722
C 13.378 13.723 15.376
C 13.192 14.071 16.782
O 12.337 15.299 16.675
C 11.670 15.149 15.517
O 10.752 15.868 15.234
O 12.146 14.127 14.780
H 14.622 15.493 14.942
H 14.373 14.323 13.673
H 15.441 13.945 14.967
H 13.448 12.660 15.151
H 14.141 14.241 17.289
H 12.608 13.344 17.356
C 8.137 15.702 17.073
C 7.519 15.964 15.652
C 8.090 17.143 14.832
O 8.465 16.523 13.587
C 8.273 15.144 13.678
O 8.641 14.388 12.834
O 7.597 14.821 14.796
H 7.825 16.598 17.654
H 9.240 15.689 16.885
H 7.673 14.759 17.399
H 6.406 16.135 15.651
H 8.988 17.510 15.331
H 7.406 17.969 14.616
Cl 6.577 9.936 8.810
C 7.888 10.071 9.976
C 9.169 9.514 9.372
Cl 9.178 7.733 9.278
H 7.637 9.431 10.854
H 7.994 11.084 10.373
H 9.974 9.804 10.036
H 9.386 9.872 8.336
Cl 15.742 13.671 11.026
C 16.631 14.589 9.761
C 15.945 15.945 9.617
Cl 14.307 15.582 8.876
H 16.700 13.944 8.843
H 17.702 14.642 10.038
H 16.362 16.577 8.793
H 15.758 16.443 10.536
Cl 10.694 20.264 15.724
C 12.100 20.007 16.823
C 12.938 18.890 16.322
Cl 14.001 18.497 17.749
H 11.553 19.903 17.820
H 12.655 20.946 16.784
H 13.567 19.047 15.493
H 12.313 18.026 16.019
Cl 9.936 9.387 13.925
C 9.852 11.275 13.987
C 9.088 11.769 15.190
Cl 10.061 11.758 16.699
H 9.561 11.540 12.951
H 10.920 11.576 14.129
H 8.150 11.261 15.342
H 8.845 12.850 15.016
Cl 15.081 12.001 7.379
C 13.553 12.907 7.116
C 12.449 12.022 6.537
Cl 12.236 10.480 7.492
H 13.838 13.711 6.369
H 13.320 13.446 7.983
H 12.779 11.742 5.525
H 11.535 12.560 6.543
Cl 12.098 16.433 11.771
C 11.647 14.807 11.294
C 10.667 14.808 10.149
Cl 10.341 13.143 9.678
H 11.172 14.414 12.162
H 12.548 14.213 10.979
H 11.128 15.306 9.286
H 9.757 15.280 10.401
*
```

As for the SMILES: C[C@H]1COC(=O)O1.C[C@H]1COC(=O)O1.C[C@H]1COC(=O)O1.ClCCCl.ClCCCl.ClCCCl.ClCCCl.ClCCCl.ClCCCl. The HOMO energy comes out at -10.4136 eV.



Record 5
C24H42N2OP2Ru | ωB97M-V/def2-TZVPD

```
! RIJCOSX wB97M-V def2-TZVPD def2/J DEFGRID3
* xyz 0 5
Ru -0.538 0.302 -0.510
P -2.675 0.645 -0.006
P 1.835 0.243 -1.575
N -0.942 -0.818 -1.955
H -0.876 3.202 1.201
C -3.692 1.985 -0.730
H -4.704 1.974 -0.293
H -3.792 1.850 -1.812
H -3.244 2.966 -0.539
C -2.924 0.916 1.774
H -3.987 1.110 1.972
H -2.322 1.777 2.082
H -2.597 0.027 2.321
C -3.767 -0.796 -0.344
H -4.738 -0.651 0.148
H -3.300 -1.713 0.022
H -3.911 -0.874 -1.427
C 2.418 1.417 -2.859
H 3.454 1.181 -3.152
H 2.384 2.443 -2.475
H 1.782 1.353 -3.748
C 3.150 0.401 -0.328
H 4.133 0.339 -0.817
H 3.051 -0.379 0.432
H 3.048 1.367 0.180
C 2.209 -1.360 -2.377
H 3.283 -1.428 -2.606
H 1.626 -1.433 -3.301
H 1.910 -2.167 -1.703
C -1.349 -1.744 -2.802
C -2.401 -2.423 -4.918
C -1.934 -1.423 -4.081
C -1.254 -3.139 -2.471
C -1.768 -4.113 -3.308
C -2.328 -3.778 -4.545
H -2.836 -2.179 -5.887
H -1.996 -0.367 -4.356
H -0.772 -3.420 -1.532
H -1.715 -5.150 -2.983
H -2.690 -4.566 -5.201
C 0.012 3.305 0.542
O 0.093 2.178 -0.297
C -0.170 4.529 -0.368
H 0.425 5.381 -0.019
H -1.217 4.841 -0.374
H 0.137 4.297 -1.392
C 1.250 3.454 1.418
H 2.048 3.979 0.874
H 1.652 2.498 1.748
H 1.008 4.058 2.303
C 3.331 -0.895 2.906
N 2.627 0.365 2.766
C 3.296 1.399 3.538
C 1.188 0.320 3.018
C 0.456 -0.862 2.428
C 0.359 -1.976 3.284
C -0.330 -3.134 2.869
C -0.943 -3.202 1.608
C -0.830 -2.085 0.792
C -0.173 -0.906 1.166
H 4.371 -0.667 2.629
H 2.930 -1.649 2.237
H 3.308 -1.271 3.950
H 2.773 2.351 3.435
H 3.332 1.142 4.615
H 4.308 1.489 3.161
H 1.017 0.264 4.118
H 0.779 1.273 2.669
H 0.834 -1.922 4.280
H -0.369 -3.971 3.560
H -1.486 -4.090 1.257
H -1.246 -2.075 -0.214
*
```

The expectation value of S² is 6.067. The HOMO energy (alpha / beta) comes out at -5.5411 / -7.5459 eV.



Record 6
C24H42N6O3 | ωB97M-V/def2-TZVPD

```
! RIJCOSX wB97M-V def2-TZVPD def2/J DEFGRID3
* xyz 0 1
C 10.341 -0.487 -0.864
C 9.019 -0.438 -1.724
C 8.762 -1.353 -2.833
C 7.498 -1.283 -3.574
C 6.538 -0.268 -3.182
C 5.120 -0.103 -3.863
C 4.078 -0.584 -2.813
N 4.329 -1.867 -2.313
C 3.280 -1.989 -1.385
N 3.217 -3.119 -0.669
N 2.488 -0.874 -1.379
N 2.993 0.034 -2.270
O 2.552 1.270 -2.559
C 2.005 1.944 -1.392
C 0.411 1.816 -1.285
N -0.196 1.109 -2.419
C -0.593 -0.283 -2.114
C -2.094 -0.631 -2.433
C -2.506 -1.769 -1.400
O -2.213 -1.234 -3.750
C 6.804 0.676 -2.075
C 8.048 0.610 -1.332
H 10.835 -1.490 -0.932
H 11.005 0.369 -1.133
H 10.001 -0.385 0.208
H 9.532 -2.122 -3.081
H 7.226 -1.970 -4.412
H 5.079 -0.679 -4.821
H 4.960 0.989 -4.059
H 2.372 -3.577 -0.344
H 4.106 -3.592 -0.498
H 1.682 -0.739 -0.765
H 2.294 3.028 -1.488
H 2.527 1.556 -0.476
H 0.161 1.368 -0.280
H -0.004 2.864 -1.252
H -0.952 1.642 -2.844
H 0.105 -0.960 -2.699
H -0.423 -0.565 -1.029
H -2.795 0.240 -2.361
H -2.830 -1.306 -0.431
H -3.254 -2.481 -1.827
H -1.579 -2.372 -1.165
H -1.361 -1.137 -4.208
H 6.026 1.434 -1.802
H 8.268 1.293 -0.481
C -7.086 1.951 3.793
C -5.916 1.016 4.157
C -6.314 -0.444 3.866
C -6.406 -0.809 2.387
C -5.487 0.031 1.500
C -4.285 0.665 2.229
N -4.787 1.470 3.329
O -3.774 2.109 4.039
C -3.603 1.594 1.210
C -3.280 -0.432 2.624
C -5.715 1.104 5.677
H -6.842 2.989 4.026
H -7.996 1.692 4.352
H -7.331 1.902 2.729
H -5.591 -1.115 4.340
H -7.273 -0.677 4.346
H -6.165 -1.871 2.272
H -7.437 -0.699 2.038
H -5.147 -0.582 0.656
H -6.087 0.830 1.050
H -4.262 2.421 0.934
H -3.351 1.049 0.289
H -2.674 2.018 1.602
H -2.944 -0.984 1.735
H -3.695 -1.168 3.316
H -2.386 -0.011 3.092
H -6.627 0.795 6.202
H -5.493 2.121 6.003
H -4.907 0.450 6.013
*
```

The value obtained for the energy above the lowest of the compared OMol25 structures with the same formula, charge and spin is 3.909 eV. The HOMO energy comes out at -2.8435 eV.



What did the sixth record say?
C24H42N6O3 | ωB97M-V/def2-TZVPD

```
! RIJCOSX wB97M-V def2-TZVPD def2/J DEFGRID3
* xyz 0 1
C 10.341 -0.487 -0.864
C 9.019 -0.438 -1.724
C 8.762 -1.353 -2.833
C 7.498 -1.283 -3.574
C 6.538 -0.268 -3.182
C 5.120 -0.103 -3.863
C 4.078 -0.584 -2.813
N 4.329 -1.867 -2.313
C 3.280 -1.989 -1.385
N 3.217 -3.119 -0.669
N 2.488 -0.874 -1.379
N 2.993 0.034 -2.270
O 2.552 1.270 -2.559
C 2.005 1.944 -1.392
C 0.411 1.816 -1.285
N -0.196 1.109 -2.419
C -0.593 -0.283 -2.114
C -2.094 -0.631 -2.433
C -2.506 -1.769 -1.400
O -2.213 -1.234 -3.750
C 6.804 0.676 -2.075
C 8.048 0.610 -1.332
H 10.835 -1.490 -0.932
H 11.005 0.369 -1.133
H 10.001 -0.385 0.208
H 9.532 -2.122 -3.081
H 7.226 -1.970 -4.412
H 5.079 -0.679 -4.821
H 4.960 0.989 -4.059
H 2.372 -3.577 -0.344
H 4.106 -3.592 -0.498
H 1.682 -0.739 -0.765
H 2.294 3.028 -1.488
H 2.527 1.556 -0.476
H 0.161 1.368 -0.280
H -0.004 2.864 -1.252
H -0.952 1.642 -2.844
H 0.105 -0.960 -2.699
H -0.423 -0.565 -1.029
H -2.795 0.240 -2.361
H -2.830 -1.306 -0.431
H -3.254 -2.481 -1.827
H -1.579 -2.372 -1.165
H -1.361 -1.137 -4.208
H 6.026 1.434 -1.802
H 8.268 1.293 -0.481
C -7.086 1.951 3.793
C -5.916 1.016 4.157
C -6.314 -0.444 3.866
C -6.406 -0.809 2.387
C -5.487 0.031 1.500
C -4.285 0.665 2.229
N -4.787 1.470 3.329
O -3.774 2.109 4.039
C -3.603 1.594 1.210
C -3.280 -0.432 2.624
C -5.715 1.104 5.677
H -6.842 2.989 4.026
H -7.996 1.692 4.352
H -7.331 1.902 2.729
H -5.591 -1.115 4.340
H -7.273 -0.677 4.346
H -6.165 -1.871 2.272
H -7.437 -0.699 2.038
H -5.147 -0.582 0.656
H -6.087 0.830 1.050
H -4.262 2.421 0.934
H -3.351 1.049 0.289
H -2.674 2.018 1.602
H -2.944 -0.984 1.735
H -3.695 -1.168 3.316
H -2.386 -0.011 3.092
H -6.627 0.795 6.202
H -5.493 2.121 6.003
H -4.907 0.450 6.013
*
```

The value obtained for the energy above the lowest of the compared OMol25 structures with the same formula, charge and spin is 3.909 eV. The HOMO energy comes out at -2.8435 eV.